(1)
A cluster of 2 separate species, C11H20NSi in total in a non-equilibrium geometry. Source: the Open Molecules 2025 dataset; level of theory: wB97M-V/def2-TZVPD.

Values from the calculation:
Max |F| ... 1.1 eV/Å
E_HOMO ... -11.342 eV
ΔE to the lowest compared entry with this formula, charge and spin ... 0.0 kcal per mole
Calculated total energy ... -775.09829 hartree
Total charge ... +1

Last column: Löwdin charge in e.
Positions of all 33 atoms, in Å:
C1 -1.607 -0.484 -2.364  -0.0990
C2 -1.762 -1.752 -1.577  -0.1513
C3 -0.428 0.095 -2.499  -0.0962
C4 -0.728 -1.844 -0.512  -0.0678
C5 0.812 -0.512 -1.904  -0.1944
C6 0.479 -1.265 -0.632  -0.2987
C7 -2.319 2.314 0.021  -0.0958
C8 1.380 -1.991 2.442  -0.1529
C9 3.453 -0.608 0.324  -0.1617
C10 -1.903 2.255 1.456  -0.1606
C11 -0.659 2.090 1.895  -0.2266
N1 0.462 1.805 1.089  0.0398
Si1 1.753 -1.317 0.726  1.0167
H1 -2.499 -0.065 -2.801  0.1146
H2 -1.650 -2.611 -2.251  0.1426
H3 -0.305 1.012 -3.051  0.1125
H4 -1.002 -2.391 0.379  0.1070
H5 1.239 -1.212 -2.631  0.1336
H6 -1.559 2.789 -0.599  0.0696
H7 -3.240 2.883 -0.075  0.0772
H8 -2.498 1.315 -0.379  0.0582
H9 2.113 -2.730 2.759  0.0453
H10 1.399 -1.181 3.170  0.0477
H11 0.396 -2.452 2.496  0.0362
H12 3.406 0.476 0.225  0.0407
H13 4.185 -0.829 1.098  0.0420
H14 3.840 -0.998 -0.618  0.0481
H15 -2.762 -1.827 -1.145  0.1236
H16 -2.688 2.367 2.187  0.0961
H17 -0.443 2.077 2.953  0.1039
H18 1.559 0.262 -1.723  0.0969
H19 1.293 2.281 1.419  0.0854
H20 0.281 2.047 0.121  0.0671


(2)
A structure of composition C11H21AlN2O in a non-equilibrium geometry. Source: the Open Molecules 2025 dataset; level of theory: wB97M-V/def2-TZVPD.

Values from the calculation:
Max |F| ... 6.4 eV/Å
E_HOMO ... -14.289 eV
Calculated total energy ... -858.01864 hartree
Total charge ... +2

Last column: Löwdin charge in e.
Positions of all 36 atoms, in Å:
Al1 0.344 -2.270 0.944  0.9953
C1 5.957 1.008 4.638  0.0309
C2 4.529 1.421 5.123  -0.2817
C3 4.251 2.933 4.566  0.1324
O1 3.570 0.615 4.442  0.2570
H1 6.199 1.361 3.635  0.1121
H2 5.966 -0.080 4.567  0.1003
H3 6.757 1.094 5.373  0.1293
H4 4.555 1.381 6.212  0.1583
H5 4.121 2.977 3.485  0.1177
H6 5.137 3.484 4.881  0.1266
H7 3.408 3.318 5.140  0.1179
C4 -7.085 -6.817 -1.914  -0.1016
C5 -7.654 -7.024 -0.489  -0.2454
C6 -7.604 -5.792 0.422  -0.1895
C7 -6.299 -5.041 0.526  -0.2032
N1 -5.246 -4.509 0.686  0.0906
H8 -7.533 -6.036 -2.529  0.0747
H9 -6.999 -7.781 -2.415  0.0758
H10 -6.108 -6.349 -1.800  0.0554
H11 -7.072 -7.822 -0.027  0.1076
H12 -8.692 -7.352 -0.545  0.1087
H13 -8.089 -6.005 1.375  0.1171
H14 -8.216 -4.976 0.039  0.1119
C8 1.920 6.036 -3.395  -0.1132
C9 2.489 5.236 -4.535  -0.2443
C10 3.470 4.142 -4.098  -0.2192
C11 2.979 2.973 -3.430  -0.2252
N2 2.599 2.006 -2.852  0.1039
H15 1.830 7.083 -3.687  0.0750
H16 2.555 6.192 -2.522  0.0716
H17 0.972 5.671 -3.000  0.0763
H18 2.975 5.913 -5.237  0.1150
H19 1.757 4.644 -5.085  0.1144
H20 4.272 4.582 -3.505  0.1225
H21 3.987 3.788 -4.990  0.1248


(3)
A structure of composition C11H21Br3NO6PSi2 in a non-equilibrium geometry. Source: the Open Molecules 2025 dataset; level of theory: wB97M-V/def2-TZVPD.

Values from the calculation:
Max |F| ... 11.1 eV/Å
E_HOMO ... -8.299 eV
Calculated total energy ... -9580.03031 hartree

Last column: Löwdin charge in e.
Positions of all 45 atoms, in Å:
C1 6.187 2.712 0.428  0.0201
C2 6.100 1.205 0.389  -0.0555
C3 4.743 0.420 0.962  -0.2624
O1 3.925 1.130 1.753  -0.0384
O2 4.496 -0.996 0.547  -0.1352
C4 3.322 -1.002 -0.385  -0.1802
C5 1.949 -1.319 0.502  -0.1655
C6 0.565 -1.246 -0.404  -0.1917
C7 -0.661 -0.654 0.517  -0.2227
C8 -1.948 -1.655 0.680  -0.2497
C9 -3.315 -1.167 -0.082  -0.2786
Si1 -4.059 0.494 0.583  0.2840
N1 -2.906 1.434 1.614  0.0120
C10 -2.738 0.848 2.850  -0.1347
O3 -2.667 0.437 4.143  -0.0068
O4 -5.586 0.307 1.433  -0.4827
Si2 -6.289 1.858 1.869  0.5510
P1 -4.536 1.694 -1.248  0.7540
O5 -4.485 3.402 -0.903  -0.4240
O6 -6.096 1.162 -1.811  -0.3918
H1 6.331 3.218 1.498  0.0959
H2 6.164 3.322 -0.585  0.0861
H3 7.020 0.636 -0.091  0.1068
H4 3.463 -1.749 -1.288  0.0583
H5 3.230 0.128 -0.752  0.1400
H6 2.096 -2.390 0.959  0.1215
H7 1.965 -0.561 1.395  0.1063
H8 0.793 -0.445 -1.260  0.1169
H9 0.330 -2.283 -0.905  0.1119
H10 -0.208 -0.512 1.613  0.1134
H11 -0.906 0.418 0.118  0.1030
H12 -2.159 -1.880 1.826  0.1170
H13 -1.623 -2.698 0.202  0.1142
H14 -4.138 -1.999 0.149  0.1030
H15 -3.235 -1.131 -1.259  0.0914
H16 -7.678 1.976 1.362  -0.0663
H17 -5.479 3.022 1.481  -0.0631
H18 -6.343 1.890 3.345  -0.0637
H19 -5.386 3.757 -1.227  0.0770
H20 -6.847 1.607 -1.295  0.0586
C11 5.357 -2.748 -3.838  -1.5919
Br1 3.969 -1.559 -4.504  0.5543
Br2 6.930 -1.766 -3.249  0.5510
Br3 4.687 -3.939 -2.454  0.5831
H21 5.669 -3.377 -4.678  -0.0256


(4)
A structure of composition C11H21CaClF8NO4PS in a non-equilibrium geometry. Source: the Open Molecules 2025 dataset; level of theory: wB97M-V/def2-TZVPD.

Values from the calculation:
Max |F| ... 2.5 eV/Å
E_HOMO ... -15.286 eV
Calculated total energy ... -3463.11641 hartree
Total charge ... +2

Last column: Löwdin charge in e.
Positions of all 49 atoms, in Å:
C1 1.764 -0.660 3.127  -0.2517
C2 1.845 0.827 2.685  -0.2665
C3 0.990 1.207 1.482  -0.2533
N1 -0.473 1.038 1.685  -0.1869
P1 -1.256 1.655 2.998  1.0312
C4 -2.954 1.064 3.169  -0.2962
C5 -3.573 0.630 1.820  -0.2102
C6 -3.856 -0.879 1.654  -0.1914
S1 -2.801 -2.034 2.510  0.5989
O1 -1.458 -1.513 2.626  -0.3221
O2 -2.983 -3.287 1.868  -0.2166
O3 -3.406 -2.147 3.973  -0.1225
H1 2.030 -0.669 4.198  0.0990
H2 2.486 -1.312 2.626  -0.1687
H3 0.783 -1.117 3.035  0.0656
H4 2.884 1.050 2.371  0.0607
H5 1.704 1.464 3.558  0.1053
H6 1.254 0.506 0.692  0.0149
H7 1.222 2.215 1.134  0.1324
H8 -0.965 1.394 0.867  0.1006
H9 -1.293 3.052 2.921  0.0514
H10 -0.588 1.319 4.170  0.0509
H11 -3.025 0.311 3.944  0.0695
H12 -3.489 1.939 3.549  0.1052
H13 -4.530 1.137 1.714  0.1269
H14 -2.975 0.994 0.986  0.0931
H15 -3.759 -1.129 0.600  0.1211
H16 -4.866 -1.120 1.982  0.1224
H17 -2.860 -1.632 4.580  0.0878
Cl1 2.096 -1.771 0.462  -0.0765
C7 2.935 -0.479 -4.296  -0.0217
C8 2.035 -1.209 -5.306  -0.4459
C9 1.277 -0.363 -6.337  -0.3050
F1 0.434 0.497 -5.725  0.0933
F2 0.550 -1.188 -7.112  0.1166
F3 1.176 -2.007 -4.640  0.1373
F4 2.865 -2.009 -6.028  0.1164
O4 2.399 -0.227 -2.997  0.0350
C10 1.643 0.863 -2.717  -0.5514
C11 0.213 0.472 -2.307  -0.2970
F5 -0.399 -0.226 -3.263  0.1300
F6 -0.506 1.606 -2.066  0.0764
F7 1.675 1.768 -3.698  0.1715
F8 2.178 1.470 -1.606  0.0933
H18 3.752 -1.172 -4.107  0.1490
H19 3.383 0.415 -4.728  0.1490
H20 1.973 0.195 -6.968  0.1768
H21 0.253 -0.130 -1.394  0.1367
Ca1 4.216 -0.808 2.312  1.5654


| no. | Kohn-Sham gap (Eh) |
| --- | --- |
| 1 | 0.2439 |
| 2 | 0.0576 |
| 3 | 0.2584 |
| 4 | 0.2574 |